(1)
C26H53As2N4O3PS2Zr as an isolated structure, computed with wB97M-V/def2-TZVPD.

- Gap between HOMO and LUMO: 6.89 eV
- Energy relative to the best compared isomer or geometry (same formula, charge and spin): 20.3 kcal/mol
- Multiplicity: 1
- Molar mass: 805.9 Da
- HOMO level: -19.240 eV
- Charge: +4
- E: -193808.5808 eV

The geometry in XYZ format:
```
92
Properties=species:S:1:pos:R:3:forces:R:3
Zr -0.5297 0.7931 0.5856 0.2 0.3 -0.6
C 3.5265 0.1405 -0.4799 0.1 0.1 -0.1
As 2.2663 1.1613 0.5670 0.0 0.0 0.3
C 2.8182 2.9877 0.2392 0.1 0.0 -0.1
C 2.8662 0.8878 2.3763 0.1 0.0 0.0
C 4.2195 1.0912 2.6430 0.0 0.0 0.1
C 4.7044 0.9762 3.9390 0.0 0.0 -0.1
C 3.8404 0.6634 4.9785 0.0 0.0 0.0
C 2.4929 0.4519 4.7214 0.1 0.0 0.0
C 2.0026 0.5581 3.4210 0.0 0.0 0.2
As 0.1393 0.1383 3.1700 0.3 -0.1 0.1
C -0.7745 1.0512 4.6054 0.0 0.0 0.1
C 0.0607 -1.7454 3.6023 0.0 0.0 0.1
H 4.4808 0.6625 -0.4109 0.0 -0.1 -0.1
H 3.2202 0.0858 -1.5232 0.0 0.0 0.0
H 3.6367 -0.8511 -0.0464 0.0 0.0 0.0
H 3.9082 3.0085 0.2384 0.0 0.1 0.0
H 2.4438 3.6058 1.0528 0.0 0.0 0.0
H 2.4618 3.3338 -0.7321 0.0 0.0 0.0
H 4.9186 1.3467 1.8557 0.0 0.0 0.0
H 5.7557 1.1352 4.1362 0.0 0.0 0.0
H 4.2158 0.5799 5.9895 0.0 0.0 0.0
H 1.8431 0.1989 5.5518 0.0 0.0 0.0
H -0.7325 0.4107 5.4869 0.0 0.1 0.0
H -1.8129 1.2557 4.3529 0.0 0.0 0.0
H -0.2522 1.9886 4.7903 0.0 0.0 0.0
H 0.6925 -1.8768 4.4816 -0.1 -0.1 0.0
H 0.4512 -2.3379 2.7771 0.0 0.0 0.0
H -0.9580 -2.0479 3.8376 0.0 0.0 0.0
C -5.9068 0.3934 -0.6272 0.2 0.1 0.1
O -4.5392 0.8187 -0.1949 -0.1 0.1 0.1
P -3.2638 -0.0511 -0.4011 -0.2 0.1 0.0
O -2.1101 1.1562 -0.8829 -0.5 0.2 0.1
C -2.5703 2.4219 -1.5334 0.3 -0.4 0.0
O -2.5264 0.1207 1.1778 -0.2 -0.6 -0.2
C -3.0909 -0.8729 2.1189 0.1 0.3 0.0
H -6.5578 1.1863 -0.2793 0.0 0.0 0.0
H -6.1433 -0.5494 -0.1448 -0.1 0.0 0.0
H -5.9175 0.3159 -1.7094 -0.1 0.0 0.0
H -2.2636 3.2328 -0.8812 -0.1 0.0 -0.1
H -3.6487 2.3827 -1.6265 0.0 0.1 0.0
H -2.0846 2.4547 -2.5034 0.0 0.1 0.0
H -2.8061 -0.5489 3.1152 0.0 -0.1 0.0
H -2.6944 -1.8571 1.8735 0.0 0.0 0.1
H -4.1748 -0.8402 2.0297 0.0 0.0 0.0
S -0.5864 3.1600 1.4250 0.1 0.0 0.0
C -0.7721 4.8530 0.9157 -0.1 -0.2 0.0
N 0.1174 5.4351 0.1435 -0.1 0.0 0.0
C 0.0505 6.8821 -0.1894 0.1 -0.1 0.0
C -1.4013 7.3173 -0.1748 0.0 0.1 0.0
C -2.0354 6.9511 1.1528 0.0 -0.1 0.1
N -1.8020 5.5056 1.4066 0.1 0.0 0.0
H 0.8930 4.8819 -0.1808 0.1 0.0 0.0
H 0.5128 7.0119 -1.1650 0.0 0.0 0.0
H 0.6434 7.4224 0.5500 0.0 0.0 0.0
H -1.9439 6.8396 -0.9928 0.0 0.0 0.0
H -1.4628 8.3937 -0.3263 0.0 0.0 0.0
H -3.1116 7.1069 1.1540 0.0 0.0 0.0
H -1.6056 7.5117 1.9839 0.0 0.0 0.0
H -2.4153 5.0089 2.0356 0.0 0.0 0.0
C 2.4512 -5.1813 -0.3941 0.0 0.0 0.0
C 3.1255 -5.2944 -1.7585 0.1 0.0 0.0
C 2.4612 -4.5266 -2.9023 0.0 0.0 0.0
C 2.6108 -3.0079 -2.8547 0.0 0.1 0.1
N 1.8352 -2.3638 -1.7655 0.1 -0.1 0.0
C 0.5421 -2.1228 -1.8111 -0.2 0.0 0.2
S -0.2185 -1.5573 -0.2847 -0.1 0.1 -0.3
N -0.1734 -2.3737 -2.8825 0.1 0.0 0.1
C -1.6310 -2.2623 -3.0733 0.2 0.1 0.0
C -2.3618 -3.5316 -2.6683 -0.1 0.0 0.0
C -1.8850 -4.7880 -3.4004 0.0 0.0 0.1
C -1.8921 -4.6590 -4.9179 0.0 0.0 -0.1
H 2.8571 -5.9183 0.2966 0.0 0.0 0.0
H 1.3747 -5.3597 -0.4619 0.0 0.0 0.0
H 2.6056 -4.2101 0.0889 0.0 0.0 0.0
H 3.1435 -6.3461 -2.0451 0.0 0.0 0.0
H 4.1749 -4.9962 -1.6848 0.0 0.0 0.0
H 1.3995 -4.7954 -2.9622 0.0 0.0 0.0
H 2.9039 -4.8435 -3.8490 0.0 0.0 0.0
H 2.3096 -2.5302 -3.7896 0.0 0.0 0.0
H 3.6497 -2.7221 -2.6890 0.0 0.0 0.0
H 2.2475 -2.3634 -0.8456 0.0 0.0 0.0
H 0.3071 -2.8995 -3.6054 0.0 0.1 0.0
H -1.7655 -2.0371 -4.1306 -0.1 0.0 0.0
H -1.9664 -1.4000 -2.5073 -0.1 0.1 0.1
H -3.4225 -3.3624 -2.8763 0.0 0.0 0.0
H -2.2701 -3.6710 -1.5863 0.0 0.0 0.0
H -2.5281 -5.6151 -3.0990 0.0 0.0 0.0
H -0.8859 -5.0645 -3.0449 0.0 0.0 0.0
H -2.8637 -4.3229 -5.2840 0.0 0.0 0.0
H -1.6817 -5.6157 -5.3919 0.0 0.0 0.0
H -1.1414 -3.9571 -5.2954 0.0 0.0 0.0
```
Positions in Å, forces in eV/Å.

---

(2)
A 3-piece molecular cluster, C26H53BNO12P3 overall at a distorted geometry, computed with wB97M-V/def2-TZVPD.

- Structure (SMILES): CCCC[C@](Cc1ccccc1C)(OC(=O)[PH2]=O)B(N)O.CCOP(=O)(OCC)OCC.CCOP(=O)(OCC)OCC
- Gap between HOMO and LUMO: 9.24 eV
- Multiplicity: 1
- Molar mass: 675.4 Da
- HOMO level: -9.363 eV
- E: -82427.1042 eV

The geometry in XYZ format:
```
96
Properties=species:S:1:pos:R:3:forces:R:3
C 3.9683 0.2846 0.5979 0.2 -0.1 -0.1
C 4.2639 1.4507 -0.4000 -1.3 -0.8 0.4
C 2.8783 1.9037 -0.9837 1.2 -0.1 0.9
C 2.1562 2.6899 0.1420 -0.2 -0.2 -0.9
C 0.8987 3.5169 -0.3588 0.8 1.5 1.5
C -0.3762 3.3369 0.5148 0.6 -0.4 -0.4
C -0.7991 1.9348 0.9277 -1.1 0.0 0.6
C -0.2968 0.7275 0.4704 0.8 0.0 -0.6
C -0.7487 -0.5135 0.9163 0.0 0.4 -0.1
C -1.7606 -0.5676 1.8594 0.3 -0.3 -0.1
C -2.2926 0.6259 2.3479 0.0 -0.6 -0.1
C -1.8336 1.8515 1.8889 -0.6 0.5 0.3
C -2.4753 3.0957 2.4968 0.9 0.1 0.1
O 0.7014 3.4558 -1.7956 -1.3 -0.9 0.0
C -0.1346 2.4679 -2.2598 0.8 -1.0 0.1
O 0.2767 1.4262 -2.6990 -0.4 1.0 0.2
P -2.0234 2.6547 -2.3681 -0.4 0.2 -1.1
O -2.6034 1.7097 -3.3425 0.0 -0.3 0.2
B 1.3468 5.0652 -0.0938 -0.3 0.7 -0.4
N 1.7210 5.5568 1.2066 0.0 -1.3 -0.5
O 1.3623 5.9943 -1.1404 0.1 -0.3 0.5
H 3.1266 -0.3331 0.2402 0.3 0.2 0.0
H 4.8174 -0.4035 0.7152 -0.1 0.3 0.1
H 3.6810 0.6430 1.5960 0.2 0.0 -0.2
H 4.9183 1.0706 -1.1939 0.0 0.4 0.2
H 4.7159 2.2786 0.1674 0.2 -0.2 -0.5
H 2.3681 0.9724 -1.2565 -0.2 0.5 -0.2
H 3.0125 2.5173 -1.8827 -0.2 -0.1 0.3
H 2.9225 3.3746 0.5415 -0.4 -0.1 -0.2
H 1.8928 2.0447 0.9942 0.0 0.1 -0.4
H -1.1948 3.8907 0.0147 0.1 -0.3 0.2
H -0.1990 3.9039 1.4452 -0.1 -0.2 -0.3
H 0.5225 0.7228 -0.2479 -0.3 0.0 0.1
H -0.2779 -1.4048 0.5016 -0.2 0.1 0.2
H -2.0748 -1.5527 2.2035 -0.2 0.4 0.1
H -3.0767 0.5812 3.1068 0.2 0.1 -0.3
H -3.3617 2.8632 3.0967 0.1 0.0 -0.4
H -1.7420 3.5409 3.1972 -0.3 0.0 -0.2
H -2.6838 3.8733 1.7488 -0.2 -0.3 0.2
H -2.2556 3.9847 -2.8229 0.4 0.0 0.6
H -2.5748 2.5859 -1.0674 0.4 0.1 0.0
H 1.7026 4.8271 1.9113 0.4 0.3 0.2
H 2.6011 6.0582 1.2127 -0.3 0.4 0.2
H 0.4740 6.3066 -1.3401 0.2 -0.1 -0.3
C -6.0545 0.3216 -2.8054 0.0 0.0 -0.1
C -7.5374 0.4768 -3.0828 0.1 0.2 0.5
O -7.8184 0.4165 -4.4757 0.6 -0.8 -0.2
P -8.0390 -1.0258 -5.2430 -3.9 6.0 -1.1
O -8.9126 -1.7406 -4.2622 2.7 -2.3 -0.3
O -9.1599 -0.5895 -6.3589 0.4 -0.8 -0.2
C -10.4345 -1.2268 -6.4156 -0.3 0.1 0.1
C -11.4678 -0.4193 -5.6556 0.0 0.2 0.1
O -6.9044 -0.7664 -6.3934 -0.1 -1.9 1.3
C -5.8179 0.1566 -6.3572 1.2 0.0 0.0
C -4.5182 -0.5412 -6.0026 0.0 -0.2 -0.1
H -5.7004 -0.6578 -3.1356 0.0 0.0 0.1
H -5.8493 0.4198 -1.7379 0.0 0.0 0.0
H -5.4742 1.0784 -3.3351 0.0 0.0 0.0
H -8.1058 -0.2657 -2.5202 -0.1 -0.1 -0.2
H -7.8719 1.4578 -2.7382 0.0 0.0 -0.2
H -10.3786 -2.2501 -6.0459 0.0 0.1 0.1
H -10.7191 -1.2824 -7.4686 0.2 0.1 0.0
H -11.1526 -0.2296 -4.6295 0.0 -0.2 0.0
H -12.4272 -0.9394 -5.6360 0.0 0.0 0.0
H -11.6091 0.5546 -6.1283 0.0 0.0 -0.1
H -5.9974 1.0112 -5.7126 -0.3 -0.2 0.2
H -5.7364 0.5589 -7.3699 -0.3 -0.2 -0.1
H -4.6092 -1.0931 -5.0666 0.0 0.2 0.1
H -3.7038 0.1788 -5.9138 0.0 0.0 0.1
H -4.2552 -1.2678 -6.7737 0.0 0.0 0.0
C 5.0885 -5.1612 6.2273 0.2 0.0 -0.1
C 5.2284 -3.6728 5.9692 -0.4 0.0 0.3
O 6.5080 -3.3402 5.4433 0.1 -0.8 -0.7
P 6.8169 -3.4303 3.8250 2.2 5.4 4.4
O 5.5771 -2.8102 3.2644 -0.1 -3.2 -1.7
O 7.8625 -2.1787 3.6607 0.0 -0.6 -0.8
C 7.5823 -1.0941 2.7775 -0.1 0.4 0.1
C 6.9528 0.0584 3.5332 0.0 0.1 0.2
O 8.1284 -4.4019 3.9679 -1.8 -0.4 -1.4
C 8.4880 -5.2327 5.0652 0.2 -1.1 0.3
C 8.1228 -6.6808 4.7957 0.0 0.0 -0.2
H 5.1754 -5.7250 5.2951 -0.1 0.0 0.0
H 4.1192 -5.3847 6.6750 0.0 0.0 0.0
H 5.8678 -5.5163 6.9037 0.0 0.0 0.0
H 4.4228 -3.3283 5.3191 0.2 0.1 -0.2
H 5.1291 -3.1308 6.9118 0.1 0.1 0.0
H 6.9542 -1.4163 1.9475 -0.1 0.0 0.1
H 8.5346 -0.7723 2.3508 0.1 -0.1 0.1
H 6.0660 -0.2549 4.0846 -0.1 -0.1 -0.2
H 6.6709 0.8610 2.8487 0.0 0.0 0.0
H 7.6537 0.4583 4.2686 0.0 0.0 -0.1
H 8.0888 -4.8921 6.0158 -0.3 0.3 -0.2
H 9.5743 -5.1551 5.1535 0.0 0.2 -0.2
H 7.0666 -6.7808 4.5427 0.0 0.0 0.2
H 8.3435 -7.3030 5.6642 0.0 0.0 0.0
H 8.6887 -7.0634 3.9449 0.0 0.0 0.0
```
Positions in Å, forces in eV/Å.

---

Which of these has the lowest gap between HOMO and LUMO?
C26H53As2N4O3PS2Zr

---

Look up the molar mass of the first one.
805.9 Da

---

Look up the gap between HOMO and LUMO of the second one.
9.24 eV